Molecular formula: C65H160F30N8O7P5
Method: DFT, ωB97M-V/def2-TZVPD

```
275
Properties=species:S:1:pos:R:3:mulliken_charge:R:1
C -28.3617 -24.9868 -3.5073 -1.322
C -29.0378 -26.2056 -2.9495 -0.477
N -28.3511 -27.4848 -3.0754 0.933
C -27.7444 -27.6217 -4.4741 -1.431
C -27.2373 -27.5782 -2.0458 0.449
C -26.3512 -28.8364 -2.0753 -1.531
C -29.4167 -28.6025 -3.0321 -0.942
C -30.4351 -28.4983 -1.9471 -0.721
O -29.7989 -28.4594 -0.6761 -0.228
C -30.7918 -28.5472 0.3515 -0.800
H -28.1787 -25.1237 -4.5872 0.276
H -27.4696 -24.7232 -2.9223 0.133
H -29.0406 -24.1543 -3.3719 0.586
H -30.0022 -26.3911 -3.4368 0.453
H -29.2817 -26.0054 -1.9095 0.250
H -28.4431 -27.4311 -5.2818 0.478
H -27.4572 -28.6832 -4.7014 0.334
H -26.8045 -27.0547 -4.6575 0.324
H -27.6093 -27.3650 -1.0268 0.508
H -26.5935 -26.7323 -2.2660 -0.218
H -26.2574 -29.2754 -3.0519 0.302
H -26.7429 -29.6813 -1.5129 0.384
H -25.4137 -28.5870 -1.6385 0.312
H -28.8729 -29.5168 -3.0823 0.547
H -29.8894 -28.5350 -4.0118 0.457
H -30.9500 -29.4196 -2.1054 0.513
H -31.1306 -27.7095 -2.1633 0.503
H -30.4084 -28.1873 1.3430 0.232
H -31.1268 -29.5936 0.4727 0.298
H -31.5789 -27.8531 0.0818 0.350
C -24.1399 -14.6938 -4.1001 -1.385
C -23.3866 -15.8377 -4.7514 0.195
N -23.2832 -15.8589 -6.2291 1.190
C -22.7431 -14.5887 -6.7497 -1.257
C -22.3743 -17.0217 -6.7078 0.248
C -20.8273 -16.8786 -6.4834 -1.412
C -24.6832 -16.0809 -6.6826 0.353
C -24.9200 -15.5950 -8.0571 -1.295
O -23.9401 -16.0512 -8.9731 -0.103
C -24.1936 -15.7268 -10.3660 -0.928
H -25.1791 -14.9675 -4.0257 0.432
H -24.0070 -13.7333 -4.5758 0.304
H -23.7724 -14.5202 -3.0986 0.434
H -23.8147 -16.8120 -4.4345 -0.355
H -22.3422 -15.7819 -4.4145 0.469
H -23.4919 -13.7830 -6.7434 0.433
H -22.3782 -14.7902 -7.7619 0.355
H -21.8916 -14.2132 -6.1340 0.282
H -22.4457 -17.0853 -7.7979 0.394
H -22.6219 -17.9090 -6.1937 -0.390
H -20.4149 -16.1635 -7.2019 0.395
H -20.4682 -17.8848 -6.7205 0.381
H -20.5949 -16.6812 -5.3865 0.236
H -25.3691 -15.5016 -6.0405 0.332
H -24.8880 -17.1284 -6.5970 -0.211
H -24.8462 -14.5088 -8.0368 0.458
H -25.9387 -15.8516 -8.4247 0.544
H -24.3346 -14.6752 -10.5236 0.335
H -25.0000 -16.2951 -10.7811 0.285
H -23.3088 -16.0332 -10.9072 0.284
C -22.6304 -26.9143 0.8236 -1.614
C -21.8650 -26.5999 2.1595 1.116
N -21.1416 -27.7881 2.6588 0.384
C -20.2461 -28.3073 1.6234 -1.463
C -20.2996 -27.2695 3.8360 0.088
C -19.1065 -26.4987 3.4098 -1.190
C -22.0717 -28.8898 3.0790 -0.986
C -23.0068 -28.4886 4.1954 -0.215
O -24.1637 -27.9807 3.5401 -0.341
C -25.0051 -27.2445 4.4241 -0.677
H -21.9121 -26.9844 0.0406 0.407
H -23.4709 -26.2409 0.5723 0.036
H -23.0880 -27.8677 0.9306 0.489
H -22.5095 -26.1570 2.8893 -0.101
H -21.1532 -25.8379 1.8384 -0.249
H -19.8416 -27.5939 1.0177 0.701
H -20.8462 -29.0226 1.0542 0.344
H -19.4797 -28.9076 2.1073 0.451
H -20.0018 -28.1022 4.4755 0.403
H -20.9696 -26.6444 4.3823 -0.158
H -19.3420 -25.5989 2.8135 -0.033
H -18.3716 -27.1434 2.8710 0.362
H -18.4887 -26.1717 4.2623 0.574
H -21.4843 -29.7071 3.4786 0.569
H -22.6825 -29.1455 2.2143 0.481
H -22.6766 -27.6992 4.9346 0.161
H -23.2566 -29.3931 4.7319 0.515
H -26.0513 -27.3398 4.1700 0.372
H -24.6985 -26.1853 4.4323 0.144
H -24.8645 -27.5350 5.4764 0.346
C -26.1337 -20.1064 10.4569 -1.298
C -26.7673 -21.1618 9.6358 -0.265
N -25.8387 -22.2453 9.2137 0.521
C -24.9496 -22.7437 10.3197 -1.082
C -26.6944 -23.3079 8.6787 -0.653
C -27.3345 -24.2365 9.7327 -1.259
C -24.9626 -21.7704 8.0852 -0.458
C -25.5358 -21.6843 6.6599 -1.004
O -26.4616 -20.6161 6.5629 -0.324
C -27.0643 -20.3506 5.2870 -0.822
H -26.9943 -19.4354 10.6348 0.422
H -25.3245 -19.6157 9.9624 0.332
H -25.8424 -20.4484 11.4380 0.371
H -27.1886 -20.7302 8.7195 0.341
H -27.5314 -21.7482 10.1920 0.340
H -24.1870 -21.9920 10.5138 0.453
H -24.3542 -23.5431 9.9543 0.434
H -25.4188 -22.9931 11.2671 0.341
H -26.0835 -23.8677 8.0850 0.443
H -27.3447 -22.7961 7.9741 0.448
H -27.7787 -23.7607 10.6384 0.312
H -26.6124 -25.0365 9.8917 0.405
H -28.0949 -24.7964 9.1770 0.426
H -24.1428 -22.5155 8.0662 0.242
H -24.4106 -20.8126 8.2971 0.212
H -25.9804 -22.6057 6.1645 0.403
H -24.6312 -21.3934 6.1302 0.749
H -26.6490 -19.4576 4.8921 0.280
H -28.1157 -20.2302 5.4990 0.284
H -26.9230 -21.1994 4.6950 0.344
C -20.4289 -28.5915 -5.4850 -0.954
C -19.0636 -28.0894 -5.2844 -0.122
N -18.2292 -27.7567 -6.5623 0.623
C -16.8129 -27.3380 -6.1356 -1.241
C -18.0773 -28.9264 -7.3955 -0.444
C -16.9283 -29.0255 -8.3775 -1.412
C -18.8864 -26.6849 -7.3881 -1.349
C -18.7370 -25.2734 -6.7866 0.336
O -17.5608 -24.6769 -7.3201 -0.381
C -17.5195 -23.2583 -7.0846 -0.108
H -20.9310 -28.5349 -4.5049 0.429
H -20.4305 -29.6053 -5.8560 0.371
H -20.9878 -27.9551 -6.2070 -0.071
H -18.3089 -28.6929 -4.7018 0.409
H -19.2061 -27.1136 -4.8169 0.184
H -16.2804 -28.2152 -5.8093 0.536
H -16.8256 -26.6667 -5.2584 0.300
H -16.2298 -26.9259 -6.9413 0.436
H -19.0207 -29.0555 -7.9633 0.381
H -17.9984 -29.7123 -6.6159 0.411
H -16.0260 -28.9890 -7.8195 0.411
H -16.9240 -28.2114 -9.0796 0.369
H -17.1338 -29.9514 -8.8818 0.422
H -19.9149 -26.9662 -7.4575 0.552
H -18.4072 -26.6606 -8.3679 0.550
H -18.6746 -25.2326 -5.6416 0.050
H -19.5711 -24.6184 -7.1190 -0.026
H -17.1235 -22.9307 -6.1017 0.250
H -18.4896 -22.8715 -7.1650 -0.170
H -16.8799 -22.9523 -7.9234 0.283
C -26.4786 -22.7055 -6.7940 0.258
C -26.5884 -23.5005 -8.0238 -1.270
N -25.2697 -23.4195 -8.9026 0.733
C -24.0470 -23.7817 -8.1150 -1.449
C -25.3341 -24.4904 -9.9423 -0.789
C -24.2842 -24.4065 -11.0556 -1.212
C -25.0787 -22.0386 -9.4363 0.250
C -26.1940 -21.4984 -10.3303 -1.173
O -27.1987 -20.7844 -9.6089 -0.389
C -26.7639 -19.4795 -9.3026 -0.409
H -27.3383 -22.9457 -6.1204 0.556
H -26.5451 -21.6649 -7.1019 0.056
H -25.5845 -23.0410 -6.2064 -0.521
H -27.4813 -23.0974 -8.6299 0.436
H -26.7602 -24.5251 -7.8622 0.666
H -24.2474 -24.6569 -7.5394 0.506
H -23.9513 -22.9638 -7.4220 -0.132
H -23.2472 -23.7637 -8.8184 0.749
H -26.3569 -24.3968 -10.2618 0.726
H -25.3595 -25.4165 -9.4296 0.556
H -23.2750 -24.4892 -10.6257 0.276
H -24.4133 -23.5621 -11.7187 0.300
H -24.4013 -25.2198 -11.7900 0.451
H -24.0793 -21.9721 -9.8783 0.738
H -24.9386 -21.3495 -8.6090 -0.472
H -26.6587 -22.2350 -10.9807 0.395
H -25.5826 -20.8709 -11.0279 0.333
H -26.4746 -18.9712 -10.2149 0.335
H -25.7960 -19.5878 -8.6712 0.135
H -27.5188 -18.8527 -8.7407 0.287
C -26.0989 -22.4254 -2.1608 -1.483
C -24.7901 -21.6233 -2.3056 0.161
N -23.5258 -22.2664 -2.8518 1.044
C -23.7374 -22.7377 -4.2497 -0.958
C -22.2949 -21.4297 -2.8715 -0.140
C -22.3510 -19.9898 -3.4231 -1.223
C -23.2352 -23.4764 -1.9947 -0.314
C -23.1811 -23.2420 -0.5080 -0.695
O -24.3739 -23.4865 0.0005 0.078
C -24.5435 -23.0647 1.3754 -1.030
H -26.1702 -23.2252 -1.3946 0.171
H -26.4639 -22.6975 -3.1506 -0.051
H -26.7792 -21.6306 -1.7919 0.655
H -24.5467 -21.1113 -1.3812 0.699
H -25.0314 -20.8293 -3.0236 -0.039
H -24.0690 -21.8233 -4.7650 0.209
H -24.5996 -23.3897 -4.2150 -0.105
H -22.8574 -23.1296 -4.6724 0.763
H -21.4349 -21.9363 -3.3663 0.499
H -22.0647 -21.2695 -1.7696 0.055
H -21.3242 -19.5928 -3.2076 0.562
H -23.0932 -19.3428 -2.8854 0.236
H -22.4974 -19.9273 -4.5050 0.023
H -22.2456 -23.8470 -2.2842 0.538
H -23.9855 -24.2282 -2.0629 -0.052
H -22.9090 -22.1870 -0.3238 0.386
H -22.3900 -23.7935 0.0037 0.256
H -25.5643 -23.1251 1.6311 0.281
H -24.1686 -22.0543 1.5488 0.361
H -24.0627 -23.6005 2.1515 0.223
C -16.4916 -20.8619 0.7567 -1.447
C -17.7549 -20.7880 1.6371 0.324
C -17.2459 -21.4679 2.8918 -1.209
N -18.3544 -21.7205 3.9724 0.579
C -18.9999 -20.5533 4.6656 -0.219
C -17.9950 -19.8031 5.5582 -0.937
C -17.5036 -20.7600 6.6688 -0.692
C -16.7920 -21.8750 5.9708 -0.783
C -17.6847 -22.6083 4.9939 -0.151
C -19.5093 -22.5196 3.4616 -1.023
H -16.3258 -21.8399 0.2589 0.274
H -15.6132 -20.6093 1.2634 0.464
H -16.4637 -20.1409 -0.0736 0.408
H -18.5761 -21.3945 1.2587 -0.053
H -18.1262 -19.7461 1.8524 0.306
H -16.4350 -20.9240 3.3790 0.619
H -16.9208 -22.4635 2.6062 0.281
H -19.5074 -19.9635 3.9000 0.580
H -19.7556 -20.9503 5.3779 0.090
H -17.1519 -19.5728 4.9446 0.343
H -18.4227 -18.9283 6.0236 0.432
H -16.7842 -20.3384 7.3179 0.446
H -18.3406 -21.1516 7.2511 0.282
H -15.9477 -21.4356 5.3988 0.307
H -16.4673 -22.6628 6.5941 0.487
H -17.1505 -23.3709 4.4876 0.448
H -18.5352 -23.0025 5.6164 0.023
H -19.1218 -23.3643 2.8750 0.087
H -20.0008 -21.8200 2.7688 0.347
H -20.1122 -22.8051 4.3191 0.395
P -19.0988 -24.8210 -0.7148 1.321
F -19.5612 -23.3478 -1.2886 -0.378
F -18.0813 -25.1771 -1.9225 -0.326
F -17.9237 -24.0437 0.2314 -0.393
F -18.7587 -26.2224 -0.0144 -0.402
F -20.1076 -24.5037 0.5443 -0.442
F -20.3133 -25.5672 -1.5074 -0.314
P -21.4483 -20.9369 -7.7978 1.311
F -21.0572 -19.5051 -8.3546 -0.380
F -19.9337 -21.4742 -7.9566 -0.376
F -21.0728 -20.4009 -6.3283 -0.306
F -21.8135 -22.3881 -7.1020 -0.396
F -23.0183 -20.4715 -7.6258 -0.504
F -21.8362 -21.6001 -9.2684 -0.417
P -26.5862 -18.9237 -4.4927 1.688
F -26.7839 -17.3806 -4.2329 -0.373
F -28.1368 -19.2613 -4.5993 -0.395
F -26.5087 -18.7541 -6.1183 -0.381
F -26.2379 -20.5487 -4.6680 -0.623
F -24.9348 -18.7355 -4.3091 -0.516
F -26.7326 -19.1479 -2.8808 -0.451
P -22.1237 -24.0375 6.3239 1.423
F -20.4571 -23.8817 6.3802 -0.402
F -22.2675 -22.4579 6.0136 -0.351
F -21.9816 -24.3201 4.7068 -0.464
F -23.7451 -24.1166 6.1358 -0.366
F -21.9957 -25.6265 6.5696 -0.393
F -22.2900 -23.8164 7.8794 -0.395
P -23.7931 -27.0233 -5.0614 1.893
F -23.2322 -28.4660 -4.5810 -0.444
F -25.1398 -27.7390 -5.4769 -0.498
F -24.3506 -26.7874 -3.5595 -0.549
F -24.4066 -25.5303 -5.5397 -0.522
F -22.4112 -26.2020 -4.7069 -0.271
F -23.4046 -27.2209 -6.6345 -0.485
```

- charge = +3
- E (Ha) = -8240.1248
- LUMO energy (eV) = -4.21
- HOMO (eV) = -14.0
- HOMO-LUMO gap (eV) = 9.77